Record 1
{
  "formula": "C28H43N2O9P2S2SbSe4W",
  "method": "the ωB97M-V functional and the def2-TZVPD basis",
  "relative_energy_kcal_mol": 0.00,
  "total_energy_ha": -13272.03993,
  "e_lumo_ev": 3.59,
  "orbital_gap_ev": 5.620,
  "homo_ev": -2.03,
  "total_charge": -2,
  "species": ["W", "C", "O", "C", "C", "O", "C", "H", "H", "H", "H", "H", "H", "H", "H", "H", "H", "N", "C", "C", "P", "O", "O", "O", "P", "O", "O", "O", "H", "H", "H", "H", "H", "H", "H", "H", "C", "C", "C", "C", "C", "H", "H", "H", "H", "H", "H", "H", "H", "H", "H", "Se", "Sb", "Se", "Se", "Se", "S", "C", "N", "C", "C", "C", "C", "H", "H", "H", "H", "H", "O", "S", "C", "C", "C", "C", "C", "C", "C", "C", "C", "C", "C", "C", "H", "H", "H", "H", "H", "H", "H", "H", "H", "H"],
  "xyz": [[-0.16124, -0.10644, 1.90396], [3.16721, 2.17769, -0.97846], [2.43185, 3.06972, -1.79146], [2.36592, 4.38039, -1.26961], [1.09766, 4.58353, -0.46529], [-0.04613, 3.96055, -1.04075], [-0.23489, 4.13693, -2.43046], [2.85983, 2.23920, 0.06977], [4.24400, 2.38515, -1.03889], [2.96069, 1.18354, -1.36021], [2.41405, 5.07348, -2.11586], [3.20235, 4.59323, -0.59758], [0.93327, 5.66491, -0.35211], [1.20337, 4.15669, 0.53294], [-0.22496, 5.20250, -2.69758], [-1.20909, 3.70961, -2.66378], [0.53177, 3.61493, -3.00445], [-1.79617, 3.46993, 1.00636], [-2.95352, 2.54811, 1.24142], [-4.24689, 3.33796, 1.09850], [-2.84587, 1.15416, 0.01754], [-4.27215, 0.45988, 0.19908], [-2.64735, 1.73055, -1.32645], [-1.80423, 0.19292, 0.58130], [-2.78106, 1.73215, 2.87347], [-2.88986, 2.80487, 4.02067], [-3.87722, 0.73337, 2.93952], [-1.30850, 1.29913, 2.83834], [-1.19766, 3.21562, 0.20123], [-1.16050, 3.61100, 1.86389], [-2.13579, 4.40138, 0.77626], [-4.37891, 3.67344, 0.06658], [-4.23407, 4.20113, 1.76967], [-5.09712, 2.71501, 1.36681], [-4.34576, 0.23491, 1.15445], [-2.00987, 3.28103, 4.13198], [-1.94375, -1.61696, 4.36219], [-1.34241, -2.59545, 3.35489], [-0.56699, -3.67445, 4.11496], [-2.47457, -3.24783, 2.54654], [-0.41669, -1.93059, 2.35261], [-2.56049, -2.16579, 5.07998], [-2.59049, -0.88708, 3.87478], [-1.16077, -1.08919, 4.91041], [-1.23597, -4.17893, 4.82018], [0.26051, -3.23392, 4.66955], [-0.14500, -4.41752, 3.43596], [-3.14814, -3.79002, 3.21735], [-2.07518, -3.95514, 1.81497], [-3.05134, -2.49077, 2.01144], [0.14256, -2.65168, 1.75364], [3.66041, 3.45751, 2.42610], [1.94892, 2.85926, 4.06124], [1.48545, 0.30504, 3.82114], [-0.01914, 4.35280, 3.60054], [2.57936, 3.00470, 6.38645], [2.82584, -3.58239, 3.45926], [3.08446, -2.82606, 1.99636], [3.32665, -1.47977, 1.99462], [3.67620, -0.75834, 0.91679], [3.78258, -1.34459, -0.30654], [3.45427, -2.71375, -0.39916], [3.11686, -3.43428, 0.70883], [3.14595, -1.00231, 2.87651], [3.84486, 0.29113, 1.10393], [4.04617, -0.76204, -1.17716], [3.46930, -3.19323, -1.37036], [2.87969, -4.48757, 0.65881], [0.92373, -0.18932, 0.59668], [-0.14204, -1.93869, -1.97759], [1.02884, -1.24307, -3.11393], [1.63417, -1.99546, -4.11642], [2.57036, -1.41128, -4.95451], [2.91588, -0.07510, -4.79540], [2.31538, 0.67499, -3.79333], [1.37295, 0.09721, -2.95130], [-1.07270, -2.97797, -3.07481], [-1.71538, -2.45087, -4.19465], [-2.46897, -3.27332, -5.01416], [-2.61128, -4.62405, -4.71325], [-1.99084, -5.14644, -3.58989], [-1.21581, -4.32760, -2.77702], [1.36495, -3.03748, -4.24163], [3.03472, -2.00496, -5.73320], [3.64915, 0.37828, -5.45098], [2.56781, 1.71726, -3.64792], [0.90377, 0.68149, -2.16666], [-1.62316, -1.39300, -4.40594], [-2.96436, -2.85623, -5.88230], [-3.21075, -5.26265, -5.35028], [-2.10182, -6.19559, -3.34525], [-0.71688, -4.72907, -1.90387]]
}

Record 2
{
  "formula": "C27H48O21",
  "method": "the ωB97M-V functional and the def2-TZVPD basis",
  "total_energy_ha": -2637.52346,
  "s2": 0.75,
  "multiplicity": 2,
  "e_lumo_ev": [1.81, 1.73],
  "orbital_gap_ev": [1.262, 9.600],
  "homo_ev": [0.55, -7.87],
  "total_charge": -1,
  "species": ["C", "O", "H", "H", "H", "H", "C", "O", "H", "H", "H", "H", "C", "O", "H", "H", "H", "H", "C", "C", "C", "O", "C", "O", "O", "H", "H", "H", "H", "H", "H", "C", "C", "C", "O", "C", "O", "O", "H", "H", "H", "H", "H", "H", "C", "C", "C", "O", "C", "O", "O", "H", "H", "H", "H", "H", "H", "C", "C", "C", "O", "C", "O", "O", "H", "H", "H", "H", "H", "H", "C", "C", "C", "O", "C", "O", "O", "H", "H", "H", "H", "H", "H", "C", "C", "C", "O", "C", "O", "O", "H", "H", "H", "H", "H", "H"],
  "xyz": [[15.05249, -4.08271, 2.36510], [15.69576, -4.24505, 3.63885], [15.82530, -3.65923, 1.72359], [14.69915, -5.00193, 1.89788], [14.21644, -3.39015, 2.46250], [15.75427, -3.38255, 4.05630], [7.32190, -3.34478, 2.49544], [8.13556, -4.28818, 3.06307], [8.02497, -2.94748, 1.76335], [6.46348, -3.81754, 2.01824], [7.00296, -2.59342, 3.21782], [8.31565, -4.89894, 2.34464], [10.56188, -1.41414, 2.15793], [11.82640, -0.89190, 1.88695], [9.72986, -1.02157, 1.57336], [10.62499, -2.49812, 2.06260], [10.22754, -1.21369, 3.17584], [12.41246, -1.22396, 2.57096], [18.42730, -2.04348, 4.97975], [17.87321, -0.92182, 4.15522], [18.35384, -0.57310, 2.78651], [17.23900, -0.11324, 2.08072], [16.18626, -0.50441, 2.59944], [15.07503, -0.34158, 2.15685], [16.50229, -1.10603, 3.77499], [19.30562, -1.67343, 5.50863], [18.49730, -2.97310, 4.41494], [17.67549, -2.29269, 5.72860], [17.85368, 0.02090, 4.70203], [18.93103, -1.34504, 2.27753], [18.89840, 0.37111, 2.78267], [15.24066, 2.29116, 6.43295], [14.47426, 1.03970, 6.94563], [13.02787, 1.02495, 6.64387], [12.72537, -0.13967, 6.00205], [13.85854, -0.81146, 5.76131], [13.96810, -1.82272, 5.05043], [14.88222, -0.20090, 6.45162], [16.21109, 2.50883, 6.87902], [14.61594, 3.16765, 6.60501], [15.29424, 2.11324, 5.35891], [14.61072, 0.81036, 8.00245], [12.77847, 1.82759, 5.94984], [12.36968, 1.01444, 7.51265], [10.97683, -4.90166, 4.87518], [11.84717, -5.54971, 3.87645], [11.73856, -7.10027, 3.76210], [11.85669, -7.24813, 2.41976], [11.79307, -6.07460, 1.75713], [12.00152, -5.94458, 0.60670], [11.53134, -5.15021, 2.59645], [9.91941, -5.12360, 4.73126], [11.11100, -3.82573, 4.98680], [11.15581, -5.28467, 5.87985], [12.89280, -5.24235, 3.85968], [10.86245, -7.53870, 4.23992], [12.60885, -7.55540, 4.23490], [12.37228, -3.40369, -2.06578], [13.23939, -2.09604, -2.00686], [13.55712, -1.64588, -0.57841], [14.97408, -1.75916, -0.64221], [15.46726, -2.11247, -1.85833], [16.60394, -2.28490, -2.21828], [14.46308, -2.27190, -2.63776], [11.54738, -3.41886, -1.35346], [12.96534, -4.30587, -1.91595], [11.93109, -3.52514, -3.05508], [12.59603, -1.37870, -2.51638], [13.22479, -2.40161, 0.13331], [13.22709, -0.63546, -0.33707], [7.45734, -1.03738, -1.18385], [5.94727, -0.83019, -0.91794], [5.22471, -2.13678, -0.48274], [4.86412, -1.96010, 0.85068], [5.24463, -0.75754, 1.26813], [5.12284, -0.39165, 2.45506], [5.97524, -0.10730, 0.31916], [7.84795, -0.02021, -1.15389], [7.71977, -1.20661, -2.22816], [8.15598, -1.50499, -0.49007], [5.39269, -0.36905, -1.73519], [5.84431, -3.03346, -0.47003], [4.52374, -2.38008, -1.28120], [11.51656, 3.10779, 0.41265], [10.95428, 2.04558, 1.30948], [11.77965, 2.08294, 2.64090], [10.71860, 1.98218, 3.62618], [9.53385, 2.19770, 3.11723], [8.49114, 2.26932, 3.78140], [9.72879, 2.47289, 1.77313], [12.48718, 2.86579, -0.02029], [11.84695, 4.01673, 0.91542], [10.93903, 3.34317, -0.48130], [10.93435, 1.07525, 0.81334], [12.37244, 2.99298, 2.73329], [12.41219, 1.19554, 2.61876]]
}